{"formula": "C10H15NOSSi", "method": "ωB97M-V/def2-TZVPD", "total_energy_ha": -1207.70920, "charge": 0, "lumo_ev": 0.7, "elements": ["C", "O", "C", "C", "C", "C", "Si", "C", "N", "C", "C", "S", "C", "C", "H", "H", "H", "H", "H", "H", "H", "H", "H", "H", "H", "H", "H", "H", "H"], "positions_angstrom": [[-2.49642, 1.71996, 3.80620], [-3.12442, 0.95704, 2.86178], [-2.22164, 0.65954, 1.79961], [-1.32905, 1.58290, 1.28742], [-0.47197, 1.29528, 0.29614], [-0.57784, 0.06729, -0.35839], [0.78520, -0.36404, -1.66979], [0.35691, 0.52778, -3.32416], [2.41664, -0.03788, -1.05270], [3.30714, -1.14761, -1.20182], [2.47988, -2.44750, -1.25132], [0.86611, -2.43567, -1.84299], [-1.49165, -0.88461, 0.02362], [-2.25680, -0.55741, 1.12171], [-1.61251, 1.31225, 4.11153], [-2.36121, 2.77853, 3.53789], [-2.94686, 1.80559, 4.78055], [-1.17765, 2.45388, 1.88081], [0.29011, 1.97294, 0.05040], [1.08357, 0.42055, -4.09916], [0.04785, 1.58142, -3.15628], [-0.42729, -0.12171, -3.80970], [2.12995, 0.10799, -0.09683], [3.80700, -0.87300, -2.15886], [4.16029, -1.10169, -0.46722], [3.10760, -3.19749, -1.81292], [2.33256, -2.90232, -0.20180], [-1.79252, -1.76758, -0.53443], [-2.88298, -1.40444, 1.48071]], "forces_ev_per_angstrom": [[-0.8, 2.7, 1.2], [0.7, -1.5, -2.1], [-1.0, -0.6, -0.5], [-0.7, 0.8, 2.6], [-0.2, -1.8, -0.9], [2.6, -0.1, -2.1], [-1.0, 1.9, -0.9], [-1.0, -1.2, 0.7], [-2.2, 1.2, 0.6], [0.7, 0.6, -0.9], [3.7, -2.8, 2.3], [-1.8, -0.3, -1.7], [-0.8, 1.2, 0.3], [-2.0, -1.7, 1.6], [3.0, -1.1, 0.2], [0.1, -0.2, -0.3], [-1.5, -0.5, 0.1], [0.0, 0.9, -0.1], [0.9, 0.9, -0.4], [1.2, 0.4, -0.2], [0.0, -0.8, -0.3], [0.0, 1.0, 0.8], [0.6, 0.2, 0.8], [-0.2, -1.1, 0.2], [-1.1, -0.5, -0.4], [-0.8, 0.5, 0.5], [0.9, 0.8, -1.2], [0.8, -0.1, 0.2], [0.0, 1.1, 0.0]], "lowdin_charge": [-0.152, -0.058, -0.220, -0.041, -0.098, -0.262, 0.326, -0.191, -0.149, -0.335, -0.636, 0.729, -0.117, -0.015, 0.068, 0.098, 0.091, 0.101, 0.096, 0.001, 0.033, 0.037, 0.054, 0.113, 0.129, 0.081, 0.086, 0.102, 0.130]}